Arrangement i

C2H11N3 | ωB97M-V/def2-TZVPD

As for the spin multiplicity: 1. As for the HOMO-LUMO gap: 9.94 eV. Its net charge is 0. The SMILES is NCN.CN.

```
16
C2H11N3, DFT ωB97M-V/def2-TZVPD
N -1.2441 1.0078 2.4842
N -0.5700 -0.2745 -1.9891
N 1.8956 0.1662 -1.9347
C -0.7982 -0.2239 3.1337
C 0.7630 -0.8180 -1.8656
H -1.9269 0.8224 1.7849
H 1.8041 0.7247 -1.0921
H -0.8511 0.2383 -1.1640
H 1.7145 0.8045 -2.6900
H -0.5238 1.6371 2.1609
H -0.6049 0.3861 -2.7457
H 0.1162 -0.6156 2.6789
H -1.5083 -1.0054 2.8360
H -0.8420 -0.1785 4.2120
H 0.9191 -1.3503 -0.9326
H 0.9768 -1.4950 -2.6929
```

---

Arrangement ii

C2H11N3 | ωB97M-V/def2-TZVPD

As for the spin multiplicity: 1. As for the HOMO-LUMO gap: 9.93 eV. Its net charge is 0. The SMILES is NCN.CN.

```
16
C2H11N3, DFT ωB97M-V/def2-TZVPD
N 2.8233 -1.0920 1.1317
N -3.0046 -0.0950 -1.8803
N 1.4128 0.6230 0.0691
C 2.1781 0.2202 1.2668
C -3.0842 0.3978 -0.5213
H 1.4637 0.1514 2.0851
H -3.6286 -0.8586 -2.0890
H -2.6289 -0.2244 0.2513
H 2.9523 0.9404 1.5029
H 0.4173 0.6465 0.2440
H 1.7088 1.5028 -0.3279
H 3.3505 -1.0458 0.2624
H 2.0726 -1.7467 0.9216
H -2.5478 1.3564 -0.4878
H -2.0765 -0.2334 -2.2385
H -4.1095 0.6709 -0.2823
```

---

Which of them is most stable, and which least? Most stable: arrangement ii; least stable: arrangement i.

---

Arrangement i

C2H7S3 | ωB97M-V/def2-TZVPD

As for the spin multiplicity: 1. As for the HOMO-LUMO gap: 5.41 eV. Its net charge is -1.

```
12
C2H7S3, DFT ωB97M-V/def2-TZVPD
S 3.1953 1.6030 -0.9527
S -0.6089 -0.6659 1.8253
S -1.2778 -0.0443 -0.0581
C -2.8722 -0.9131 -0.1085
C 2.1453 0.3652 -0.1200
H -3.6342 -0.2340 0.2604
H -3.0915 -1.1702 -1.1437
H 1.8546 0.6596 0.8772
H 3.0019 2.6531 -0.1666
H -2.7593 -1.8104 0.4846
H 1.3354 0.1176 -0.8049
H 2.7113 -0.5605 -0.0929
```

---

Arrangement ii

C2H7S3 | ωB97M-V/def2-TZVPD

As for the spin multiplicity: 1. As for the HOMO-LUMO gap: 5.92 eV. Its net charge is -1.

```
12
C2H7S3, DFT ωB97M-V/def2-TZVPD
S -0.2045 0.2213 -1.6227
S -2.9779 -0.1528 0.7359
S 0.9531 -1.5044 -1.4091
C 2.4016 -0.7787 -0.5975
C -1.6609 1.0042 1.0459
H 2.2515 -0.7697 0.4870
H -1.7178 1.8830 0.4102
H -2.3477 -0.6103 -0.3831
H -1.7596 1.3909 2.0719
H 3.2353 -1.4603 -0.7973
H 2.5242 0.2565 -0.8815
H -0.6974 0.5205 0.9401
```

---

Which of them is most stable, and which least? Most stable: arrangement ii; least stable: arrangement i.

---

Arrangement i

C2H7S3 | ωB97M-V/def2-TZVPD

As for the spin multiplicity: 1. As for the HOMO-LUMO gap: 6.07 eV. Its net charge is -1.

```
12
C2H7S3, DFT ωB97M-V/def2-TZVPD
S -1.1624 0.0938 1.7741
S 2.1975 -0.4655 0.0451
S -1.3247 -0.0643 -0.3357
C -1.7081 1.7292 -0.8865
C 2.0974 -0.9741 -1.6581
H 1.0321 -0.4525 0.6629
H 1.0329 -1.0916 -1.9292
H -1.5757 2.4106 -0.1069
H -2.7152 1.6780 -1.2817
H 2.7468 -1.7761 -1.8934
H 2.6552 -0.1822 -2.3909
H -0.8794 1.8580 -1.5281
```

---

Arrangement ii

C2H7S3 | ωB97M-V/def2-TZVPD

As for the spin multiplicity: 1. As for the HOMO-LUMO gap: 4.95 eV. Its net charge is -1.

```
12
C2H7S3, DFT ωB97M-V/def2-TZVPD
S -1.5055 -0.7529 2.2059
S 1.8379 1.6164 -3.4084
S 0.8205 0.5844 -1.8936
C -1.6330 0.9923 1.7389
C 1.3522 -1.1317 -1.5596
H -0.7095 1.4250 1.3612
H -2.0038 1.6612 2.5094
H 1.3961 -1.6689 -2.5086
H -2.2875 0.9076 0.8749
H 0.6584 -1.6804 -0.9255
H 2.3217 -1.1884 -1.0600
H -0.2476 -0.7646 2.6652
```

---

Which of them is most stable, and which least? Most stable: arrangement ii; least stable: arrangement i.

---

Arrangement i

C5H10S | ωB97M-V/def2-TZVPD

As for the spin multiplicity: 1. As for the HOMO-LUMO gap: 9.65 eV. Its net charge is 0. The SMILES is CC[C@@H]1S[C@@H]1C.

```
16
C5H10S, DFT ωB97M-V/def2-TZVPD
S -0.7605 -0.1194 -1.8723
C -0.3097 -0.6827 -0.1924
C 0.9815 -0.3175 0.4807
C -1.7467 1.6304 0.2152
C 2.2498 -1.0849 -0.0864
C -1.5854 0.1641 -0.2764
H 2.1822 -1.0350 -1.1813
H -2.5317 -0.4154 -0.2780
H -2.1969 1.6090 1.1800
H 3.2103 -0.5563 0.1735
H 1.1043 0.7370 0.2904
H -0.5486 -1.7460 -0.0635
H -2.4414 2.2115 -0.4496
H 2.3174 -2.1207 0.2231
H -0.7870 2.1602 0.2646
H 0.8626 -0.4343 1.5724
```

---

Arrangement ii

C5H10S | ωB97M-V/def2-TZVPD

As for the spin multiplicity: 1. As for the HOMO-LUMO gap: 9.63 eV. Its net charge is 0. The SMILES is CC[C@@H]1C[C@@H]1S.

```
16
C5H10S, DFT ωB97M-V/def2-TZVPD
S -1.2645 -0.7183 -1.2128
C 0.8242 -1.3845 0.5992
C 1.3051 1.0524 0.1582
C 0.6085 2.4066 0.4360
C 0.4816 0.0136 0.9373
C -0.5327 -0.9351 0.4052
H -2.4903 -1.0983 -0.8116
H 1.4016 -1.4529 -0.2688
H -1.3399 -1.1489 1.0854
H 0.7384 3.0682 -0.4968
H 1.2877 0.8124 -0.9616
H 1.1611 -2.1910 1.2677
H 2.3772 1.0365 0.5535
H 0.3777 0.3187 1.9451
H 0.9889 3.1168 1.2145
H -0.3913 2.1133 0.6615
```

---

Arrangement iii

C5H10S | ωB97M-V/def2-TZVPD

As for the spin multiplicity: 1. As for the HOMO-LUMO gap: 9.64 eV. Its net charge is 0. The SMILES is C=C(CC)CS.

```
16
C5H10S, DFT ωB97M-V/def2-TZVPD
S -2.4943 -0.3996 -0.3059
C 0.0407 0.7960 0.1643
C 0.8039 -0.2958 -0.6363
C -1.2209 0.4145 0.6926
C 0.2484 2.2074 -0.1764
C 1.1451 -1.6331 0.1548
H 1.2681 -2.6997 -0.3810
H -1.5556 -1.3544 -0.8279
H -1.2228 -0.2694 1.6230
H 0.2795 -1.9761 0.9033
H -1.7037 1.4414 0.9477
H 1.4638 0.5625 -1.1946
H 1.4069 2.2186 -0.4562
H 1.9694 -1.6374 1.0344
H -0.4232 3.1038 -0.1359
H -0.0054 -0.4788 -1.4060
```

---

Arrangement iv

C5H10S | ωB97M-V/def2-TZVPD

As for the spin multiplicity: 1. As for the HOMO-LUMO gap: 9.50 eV. Its net charge is 0. The SMILES is CC[C@@H]1C[C@@H]1S.

```
16
C5H10S, DFT ωB97M-V/def2-TZVPD
S -1.4922 1.2327 -1.0566
C 1.0508 0.1784 -1.4836
C 0.5604 -0.3835 -0.1604
C -0.5103 -0.4173 1.9422
C 0.5732 0.3160 1.1721
C -0.4398 -0.1815 -1.2690
H -1.4416 -0.0444 1.2230
H -0.6385 -0.1503 3.0587
H 1.5590 0.1138 1.6961
H 0.7366 -1.4741 0.1084
H -0.8537 -1.0204 -1.8759
H 0.5167 1.4205 1.0575
H -2.0005 1.1080 -2.2699
H -0.5333 -1.4298 1.7023
H 1.3203 1.2143 -1.7387
H 1.5930 -0.4825 -2.1062
```

---

Which of them is most stable, and which least? Most stable: arrangement i; least stable: arrangement iii.